(1)
# C30H37BBr2N3O6PS2SeTi

A structure of composition C30H37BBr2N3O6PS2SeTi (ωB97M-V/def2-TZVPD, the Open Molecules 2025 dataset).

E_tot, hartree: -11342.85076
Total charge: -1
Energy above the lowest of the compared OMol25 structures with the same formula, charge and spin, eV: 2.4507
Multiplicity: 2
HOMO (alpha / beta), eV: -2.812 / -3.669
LUMO energy (alpha / beta), eV: 2.462 / 2.426
HOMO-LUMO gap (alpha / beta), eV: 5.274 / 6.095

Structure (XYZ):
```
84
Properties=species:S:1:pos:R:3:forces:R:3:mulliken_charge:R:1
C 2.598 2.090 -4.172 -0.1672 -0.3339 -0.3268 -0.8769
C -2.815 -2.140 0.540 -0.0070 -0.0937 0.5291 0.4505
H -2.010 -1.994 1.268 -0.0588 -0.0652 -0.0930 -0.3581
Br 0.419 -2.191 6.658 0.0069 0.0741 -0.0516 -0.2885
Ti 0.754 0.477 0.363 -1.8072 4.0161 -2.2047 -0.5734
H -5.303 1.448 -0.421 -0.0806 -0.0204 0.1245 0.2685
H -1.028 5.450 0.839 -0.0613 0.0931 -0.0166 0.3946
H 3.309 -4.670 -1.440 0.1094 -0.0435 -0.1140 0.5404
N 3.117 2.599 -2.939 0.2791 0.0721 0.5668 0.3414
O 1.932 -2.345 -0.760 0.3223 -0.0706 -0.5389 -0.2257
C -3.963 0.765 -1.949 -0.3363 -0.1507 -0.1180 -0.3417
O -1.383 -0.404 -2.420 -0.2278 0.1931 -0.0999 -0.7749
H -0.133 -2.839 -4.305 0.1175 -0.0771 -0.1045 0.4235
C 2.295 -1.568 4.637 -0.4552 -0.0081 0.2547 -0.4916
H -6.038 1.326 -2.024 -0.1256 -0.0062 -0.0973 0.3905
C 0.896 -3.652 0.734 0.5765 -0.4511 -0.4136 0.2583
H -3.708 0.995 -2.988 0.0959 -0.0279 0.0896 0.2754
O -2.539 -1.455 -0.658 0.3351 0.6542 -0.2709 -0.2526
H 3.639 2.796 1.185 0.0963 -0.0440 -0.1647 0.2680
P -1.660 -0.043 -0.864 -0.5972 -1.2189 -0.8970 -0.1114
H -1.950 3.219 -2.279 -0.0905 0.0426 -0.0297 0.2918
H -0.106 -4.852 2.207 -0.0801 0.0193 0.0381 0.5757
H -4.131 -0.638 1.332 -0.0545 0.1003 0.0680 0.1311
H -1.812 -2.326 -4.091 -0.1355 -0.0786 -0.0709 0.3925
H 3.133 1.174 -4.429 -0.0453 0.0922 -0.0165 0.3344
H 3.842 4.825 -0.690 -0.0210 0.1267 0.0815 0.4945
C 0.012 -0.818 4.162 0.4805 0.0405 -0.3253 0.8858
H 0.571 -0.971 -2.732 -0.0995 -0.1143 0.0375 -0.1257
C -1.347 -0.600 4.466 -0.6247 0.1851 -0.1902 -1.5388
C 1.844 -0.445 2.529 0.1408 -0.7286 1.6518 0.0029
H 1.116 -6.894 1.512 0.0236 -0.0691 0.0398 0.4108
C 2.726 -1.060 3.427 0.0179 0.3565 -0.8008 -0.2194
O -2.845 1.034 -1.110 0.3925 0.0928 0.5279 0.1691
H 2.801 -6.816 -0.255 0.0223 -0.0474 -0.0500 0.4002
C 3.207 3.921 -2.600 0.1408 0.5483 0.2611 -0.5546
H -3.174 0.275 3.754 -0.0707 0.0387 -0.0047 0.5238
C 0.963 -1.443 4.987 0.2750 -0.1647 0.1378 0.2627
H 4.207 1.247 0.538 0.0026 0.1817 -0.0765 0.0586
H 1.536 1.856 -4.058 0.0711 0.0157 -0.0416 0.2696
H 5.310 2.650 0.558 -0.0338 -0.0355 -0.0939 0.3445
H -1.760 -0.926 5.408 0.0152 -0.0428 0.0518 0.3217
H 2.995 -2.056 5.297 0.0062 -0.0267 0.0452 0.4350
O 2.203 0.011 1.360 1.6367 -0.7312 0.8886 -0.0654
C 3.642 3.983 -1.321 -0.1308 0.3651 -0.3035 -0.5762
C -1.514 3.879 -1.531 0.0636 -0.1385 0.0961 -1.7341
C 1.860 -3.606 -0.285 -0.4736 -0.5547 0.6532 0.7066
S 1.113 2.763 1.446 0.2236 0.1820 0.0928 -0.9055
H 2.737 2.842 -4.947 0.0043 -0.0058 -0.0035 0.3332
C 2.267 -5.912 0.003 0.0538 -0.2071 0.0824 -0.5003
Se 3.402 0.025 -1.776 -0.0828 -0.4155 -0.0067 -0.2541
C -2.136 0.071 3.537 0.3304 -0.2171 0.4088 -1.0235
H -4.945 2.667 -1.642 0.0258 0.1416 -0.0119 0.2971
H -0.604 4.583 2.326 -0.0986 0.0923 0.0484 0.4609
B 1.004 -1.570 -0.068 -0.2251 -1.4534 -0.0797 2.4230
C -4.149 -1.707 1.131 0.3484 -0.0779 -0.2735 -1.3169
C 4.272 2.331 0.425 0.2643 -0.2276 0.7235 -0.7931
H -0.485 -2.204 -1.986 0.0567 -0.0026 -0.0780 -0.0786
H -2.849 -3.206 0.271 0.0699 0.1799 0.1598 0.4096
O 0.364 -2.414 0.881 -0.1937 -0.3018 0.0447 0.1908
C 0.480 -0.353 2.905 0.4823 -0.1474 0.8270 0.2835
H -0.656 -1.239 -4.874 0.0146 0.0683 -0.1537 0.3377
C 0.617 -4.823 1.405 -0.1399 0.3872 0.0099 -1.1390
H -4.206 -0.300 -1.883 -0.0053 0.1025 -0.0718 0.3340
C -0.503 3.133 -0.707 -0.0874 0.0235 0.1408 -0.0308
C -1.033 4.477 1.333 0.0656 0.0427 -0.0798 -1.8553
N 3.803 2.698 -0.880 -0.1676 0.0710 -0.5801 0.5430
Br 4.541 -1.212 2.897 -0.0982 -0.0174 0.1045 -0.2290
H 2.953 4.698 -3.293 -0.0352 0.1350 -0.0520 0.4620
C -5.139 1.610 -1.483 0.4026 -0.1883 0.0092 -1.3504
H -4.953 -1.922 0.431 -0.1476 -0.0076 -0.0148 0.3650
H -2.215 1.004 1.593 0.0664 -0.0530 0.1364 0.8102
H -4.318 -2.240 2.062 -0.1375 -0.0538 0.1782 0.4056
C -0.230 3.452 0.573 0.0460 0.0371 -0.0988 1.0009
H -2.302 4.278 -0.897 -0.1839 0.1124 -0.0403 0.4544
C -0.435 -1.410 -2.739 0.1820 -0.2015 -0.1752 1.1336
C -1.613 0.475 2.328 -0.2404 0.3441 -0.3293 -0.8104
H -1.024 4.710 -2.047 -0.0606 0.0812 -0.0719 0.2384
H -2.068 4.144 1.433 -0.1037 0.0826 0.0451 0.2886
N -0.331 0.237 1.976 -0.5275 -0.7782 0.5718 1.2034
C -0.779 -1.990 -4.099 -0.0135 0.1885 0.3806 -1.9059
C 3.443 1.850 -1.863 0.3436 -0.3630 -0.1753 -0.3727
S 0.388 1.878 -1.563 0.1452 0.2973 -0.2578 0.2161
C 1.318 -5.956 1.014 0.0587 -0.2168 -0.0048 -0.7545
C 2.563 -4.730 -0.665 -0.0792 0.4016 -0.0330 -1.3842
```
Forces are in eV/Å.

(2)
# C4H7NSi

A structure of composition C4H7NSi (ωB97M-V/def2-TZVPD, the Open Molecules 2025 dataset).

E_tot, hartree: -500.63801
Total charge: 0
Energy above the lowest of the compared OMol25 structures with the same formula, charge and spin, eV: 3.2889
Multiplicity: 1
HOMO, eV: -8.487
LUMO energy, eV: -0.279
HOMO-LUMO gap, eV: 8.207

Structure (XYZ):
```
13
Properties=species:S:1:pos:R:3:forces:R:3:mulliken_charge:R:1
C 0.141 0.204 2.024 -2.5446 1.6593 1.3269 -0.4233
H 0.570 2.257 0.700 -1.3429 -1.7112 0.5528 0.2593
C 0.121 1.200 0.845 3.0827 2.4868 0.8080 -0.1686
Si 0.076 0.210 -2.899 -2.1823 1.6646 3.0548 0.4722
H 0.992 -0.121 2.557 1.6360 0.3003 0.3025 0.2491
H -0.041 -1.183 -3.189 -0.3095 -0.7069 -0.3682 -0.0414
H -0.606 0.542 2.850 0.7058 -1.1642 -1.3820 0.1918
C -0.066 0.270 -0.057 -0.3412 -1.4593 -4.3850 -0.6180
C -0.208 -0.811 0.941 -1.9014 -1.3962 0.2650 0.6527
N -0.628 -2.010 0.898 0.9226 2.5575 -3.7615 -0.7222
H -0.990 1.256 -3.488 1.2961 -1.4177 0.6342 -0.0201
H -0.778 -2.463 1.718 -0.1816 -1.3281 3.3035 0.2287
H 1.416 0.649 -2.900 1.1603 0.5151 -0.3509 -0.0602
```
Forces are in eV/Å.

(3)
# C25H28BCl3GeN7O2Ti

A structure of composition C25H28BCl3GeN7O2Ti (ωB97M-V/def2-TZVPD, the Open Molecules 2025 dataset).

E_tot, hartree: -5834.76998
Total charge: +2
Energy above the lowest of the compared OMol25 structures with the same formula, charge and spin, eV: 0.0000
Multiplicity: 2
HOMO (alpha / beta), eV: -14.522 / -14.540
LUMO energy (alpha / beta), eV: -7.722 / -8.241
HOMO-LUMO gap (alpha / beta), eV: 6.800 / 6.299

Structure (XYZ):
```
68
Properties=species:S:1:pos:R:3:forces:R:3:mulliken_charge:R:1
H 0.116 3.819 -2.672 -0.8576 -0.3525 0.6144 0.4430
Cl -2.932 -4.063 -1.800 0.4130 -0.4496 -1.1946 -0.2737
C 1.787 3.638 -0.413 -0.4476 -0.0702 0.1693 -1.2449
N 0.019 -0.973 0.812 0.4160 0.5853 0.8090 0.8774
H 2.162 -2.058 -3.923 -0.0780 0.0435 0.0474 0.2293
C 3.614 -1.502 0.083 2.1967 1.0457 -1.7884 0.5296
C 2.668 -1.235 -1.993 2.6371 -1.2828 0.4216 0.4878
C -0.530 -1.733 2.873 1.6219 0.8529 -1.7250 -1.6203
C -0.756 -1.850 1.490 -0.4935 -0.6974 0.7610 0.1464
C -3.420 2.366 1.859 0.2743 -0.7833 0.9367 -0.5749
O -0.384 -0.548 -2.747 -0.1427 0.0045 1.0070 -0.7766
H 3.714 -1.226 -3.830 -0.7875 0.3531 0.0841 0.4718
H -6.325 1.672 0.225 -0.0332 -0.4177 0.3111 0.4483
H -1.067 4.090 -1.349 0.4030 -0.3693 0.0505 0.2646
C -1.608 -2.845 0.716 -0.3613 2.5703 0.0620 -0.5263
C -1.646 -0.862 -3.072 -1.6711 -0.7659 -2.2408 0.2851
H 2.839 3.539 2.661 -0.0837 -0.3859 0.6931 0.2977
N 2.719 -0.505 0.121 -1.5673 -0.7320 -0.5070 0.3775
Cl 0.433 -3.798 -1.816 -0.6474 -0.4189 -0.9785 -0.2635
N 0.839 -0.321 1.767 -0.0922 -0.7016 0.0178 0.5146
H -1.049 2.509 -2.207 0.6353 0.5733 0.4007 0.1063
C 3.364 3.417 1.735 -1.1259 -1.3941 -1.6794 -1.3473
H 5.650 -1.498 0.809 1.1006 0.2796 -0.5318 0.4256
H -4.376 -1.254 -2.993 0.1718 0.2613 0.4507 0.6050
C -4.019 -0.616 -2.175 -0.1389 -0.5082 -0.8156 -0.8720
H -5.959 -0.157 -1.216 0.6705 -0.4584 -0.5716 0.4758
H -1.023 -3.711 0.531 0.3047 -0.9364 -0.0942 0.3635
C -0.409 3.331 -1.803 0.6672 0.1249 -1.5468 -1.2027
C 2.653 -1.176 -3.505 -0.6569 0.2559 0.2171 -1.3449
H 2.108 -0.275 -3.877 0.7021 -0.7032 0.2161 0.2485
H -1.444 1.762 1.176 -0.4441 0.4738 0.0821 0.1994
H 0.767 -0.699 5.121 0.0417 0.2020 -0.5283 0.4095
H 4.248 2.785 1.777 -0.0726 0.0484 0.3180 0.3227
C 0.711 2.887 -0.908 0.2532 0.8154 1.0619 0.3330
C -5.283 1.586 0.516 -0.0191 -0.7243 0.8817 -0.9571
Cl -1.203 -6.949 -2.845 0.0937 1.6843 -0.3668 -0.2587
C -2.668 -0.312 -2.110 0.2965 0.6245 1.3981 0.4123
C -4.816 2.150 1.671 -0.0827 1.6657 0.0912 -0.5759
C 0.534 -0.784 2.993 -0.9159 -0.5885 -0.7861 0.8485
H -5.471 2.616 2.424 0.0891 -0.2254 -0.7565 0.3868
O -2.008 -1.475 -4.065 1.2527 0.8773 1.8860 -0.5796
C -2.973 1.028 -0.136 -0.8096 -1.1342 -0.3492 0.4087
C 2.358 2.901 0.680 -0.1061 1.4639 -1.4444 0.7020
C -2.530 1.758 1.024 1.1703 -0.6021 -1.5431 -0.1960
C 4.688 -1.692 1.189 -3.1615 0.0572 -0.2773 -1.2860
N -2.135 0.442 -1.109 -0.3102 -0.1743 1.1836 0.8536
H 4.422 -0.992 2.000 0.4605 -0.6283 -0.1850 0.1523
H -1.882 -2.402 -0.280 0.2439 -0.4379 0.9930 -0.4494
H 3.613 4.397 1.431 0.5919 1.0279 -0.4257 0.4547
N 1.748 1.727 0.659 -0.5302 -1.3563 0.6782 0.1970
H -0.861 -2.366 3.654 -0.5441 -0.2802 0.4508 0.5553
H 2.063 4.612 -0.817 -0.0507 -0.2248 0.5458 0.4788
C 3.703 -1.918 -1.292 -1.2410 0.2912 0.9355 -0.9509
H 0.913 0.842 4.225 0.7674 -0.6495 0.2466 0.2713
Ge -1.238 -4.714 -3.132 -0.0523 -0.8796 2.0751 0.8133
N 0.681 1.712 -0.237 0.3910 -0.6155 -0.0727 1.4165
Ti -0.021 -0.079 -0.976 1.6666 0.7868 0.3866 -0.2507
H -2.526 -3.043 1.268 0.1123 -0.2580 -0.1096 0.4676
H 3.026 0.497 2.143 -0.6183 0.0002 -0.1948 -0.1198
H 4.434 -2.614 -1.704 -0.3328 0.3379 0.1323 0.5251
C -4.860 -0.055 -1.242 -1.5102 -0.2633 -0.9966 -0.5057
H 2.275 -0.442 4.270 -0.3058 0.4552 -0.3130 0.2863
C -4.404 0.801 -0.287 2.1338 2.3720 0.8715 0.6303
H 4.614 -2.731 1.496 0.2029 -0.0257 0.3838 0.3898
H -3.038 2.938 2.741 -0.5278 -0.6306 -0.8926 0.3961
C 1.196 -0.238 4.212 -0.6937 0.0942 0.5641 -1.2804
B 2.181 0.363 1.290 -0.4213 0.1853 -0.2815 -0.6196
N 2.002 -0.474 -1.110 -0.0468 0.7122 0.7613 0.5683
```
Forces are in eV/Å.

- Among the records above, which one has the highest total charge?
  C25H28BCl3GeN7O2Ti

- Among the records above, which one has the highest E_tot?
  C4H7NSi